Below is a structure of composition C18H47AlNO4Si2, with properties calculated with ωB97M-V/def2-TZVPD.

Its total energy is -51457.0482 eV. For the HOMO-LUMO gap, the calculation gives 8.57 eV. The relative energy (zero: lowest compared OMol25 entry of this formula, charge and spin) is 0.0 kcal/mol. Its molar mass is 424.73 g/mol. As for the highest occupied orbital energy: -10.936 eV. The spin multiplicity is 1. As for the charge: +1.

Positions of all 73 atoms, in Å:
O (3.951, 1.926, 0.798)
O (4.640, 2.721, -1.255)
C (2.920, 2.808, 1.366)
C (1.991, 2.102, 2.352)
H (2.379, 3.216, 0.489)
H (3.441, 3.647, 1.854)
H (1.246, 1.495, 1.823)
H (1.414, 2.881, 2.877)
H (2.525, 1.497, 3.104)
C (3.806, 0.449, 0.831)
C (5.233, 0.063, 1.143)
H (3.417, 0.177, -0.163)
H (3.104, 0.167, 1.631)
H (5.945, 0.318, 0.330)
H (5.319, -1.004, 1.353)
H (5.533, 0.550, 2.091)
C (4.730, 1.988, -2.504)
C (5.309, 4.032, -1.259)
C (5.356, 0.601, -2.431)
H (5.318, 2.592, -3.223)
H (3.711, 2.000, -2.914)
H (6.274, 0.652, -1.830)
H (5.625, 0.252, -3.451)
H (4.634, -0.094, -1.984)
C (6.715, 3.659, -0.884)
H (4.807, 4.702, -0.530)
H (5.149, 4.414, -2.284)
H (6.676, 2.847, -0.149)
H (7.284, 4.487, -0.470)
H (7.191, 3.223, -1.770)
H (4.555, 2.255, 0.011)
Al (-0.363, 1.472, -1.708)
C (0.768, 2.589, -2.589)
Si (0.984, 4.429, -3.001)
H (1.517, 1.956, -3.092)
H (1.349, 2.736, -1.611)
C (1.619, 5.498, -1.568)
C (-0.674, 4.979, -3.663)
C (2.429, 4.483, -4.213)
C (-1.451, 2.578, -0.462)
Si (-3.178, 1.924, -0.406)
H (-1.452, 3.658, -0.652)
H (-0.994, 2.430, 0.533)
C (-4.108, 2.779, -1.789)
C (-3.861, 2.347, 1.295)
C (-3.316, 0.059, -0.615)
H (2.433, 5.425, -4.790)
H (2.360, 3.661, -4.943)
H (3.416, 4.392, -3.718)
H (0.893, 5.555, -0.745)
H (1.796, 6.535, -1.901)
H (2.574, 5.114, -1.163)
H (-1.443, 4.625, -2.955)
H (-0.783, 4.480, -4.641)
H (-0.662, 6.076, -3.759)
H (-3.238, 3.115, 1.772)
H (-3.873, 1.471, 1.957)
H (-4.885, 2.737, 1.242)
H (-2.557, -0.515, -0.066)
H (-3.279, -0.242, -1.670)
H (-4.302, -0.254, -0.232)
H (-5.184, 2.774, -1.578)
H (-3.947, 2.280, -2.753)
H (-3.787, 3.824, -1.891)
N (-0.375, -0.151, -3.138)
C (0.089, -1.338, -2.353)
C (0.103, -1.064, -0.840)
O (-0.062, -1.961, -0.049)
O (0.299, 0.227, -0.603)
H (-1.087, -0.452, -3.824)
H (0.410, 0.098, -3.760)
H (-0.501, -2.238, -2.555)
H (1.142, -1.532, -2.633)

Atomic partial charges in e from the Mulliken method, atoms 1 to 5: number 1, O, carries -0.17; number 2, O, carries -0.13; number 3, C, carries 0.41; number 4, C, carries -1.60; number 5, H, carries -0.07